The following is a DFT calculation (ωB97M-V/def2-TZVPD) of a structure of composition C44H58Br2N5O9S2SiTi.

Results
spin multiplicity: 1
relative energy (zero: lowest compared OMol25 entry of this formula, charge and spin): 23.8 kJ/mol
total charge: +1
max |F|: 0.0248 hartree/bohr
lowest unoccupied orbital energy: -3.72 eV

Cartesian coordinates (Å):
1 C 6.99690 -2.00781 1.46991
2 C 4.09290 0.07966 2.74803
3 H -4.80536 2.03575 0.56078
4 C -1.39084 5.81104 -1.93772
5 C 2.74582 -2.29168 -0.06257
6 H -3.57499 0.23509 -0.81848
7 C -5.01204 -0.67803 1.94105
8 H -5.60583 2.47092 -3.09188
9 H -1.84027 1.24402 -5.40380
10 H 0.29949 -3.36493 0.87294
11 H -4.60688 -1.68841 1.95319
12 H -2.65313 -3.04969 -3.50955
13 H -1.94728 6.39668 0.66765
14 H 5.94571 0.48324 1.76033
15 O -2.92720 2.75736 -1.07999
16 H -0.35410 3.58808 -6.26129
17 Si -1.40273 2.65585 -1.62930
18 S -0.53616 0.77177 -1.07788
19 Br 5.91363 -1.03146 -2.43640
20 H -0.70371 -5.75783 2.31712
21 C 2.44873 2.51809 -0.12351
22 H -4.74190 3.94706 -2.63106
23 N 1.13490 0.68218 3.12506
24 C -2.35819 -3.81054 -1.51810
25 H 1.14227 1.84005 -3.18672
26 C -2.30136 -3.95549 -3.01543
27 H -5.09141 -0.34585 0.90745
28 H 7.39981 -1.19832 0.86317
29 C 4.38386 -1.05882 -1.33231
30 H 4.08002 -7.06734 1.64678
31 H 3.39408 2.79848 0.33563
32 C 3.27765 -0.91820 3.26879
33 C -1.92630 -2.64255 -0.90500
34 C -2.82016 -4.82318 -0.68493
35 H -0.69929 0.44524 -4.30429
36 H 4.25052 1.08835 -1.25989
37 H -1.90471 3.83385 -5.43848
38 O -1.43023 2.71227 -3.24329
39 C 2.38391 -3.58972 0.53246
40 O 0.88764 -1.76171 3.56904
41 C 3.66940 -2.25636 3.26628
42 C -2.38970 -3.42083 1.16460
43 O 2.06663 1.21235 0.37431
44 O 1.74594 -0.36495 5.35205
45 N 3.26718 -4.52872 0.71410
46 N -1.92403 -2.44646 0.41969
47 H -6.00690 -0.69511 2.38043
48 O -0.50340 3.79522 -0.89865
49 C 1.24139 -5.19212 1.53790
50 H -5.01233 0.23698 -1.86795
51 C 0.32691 -6.03713 2.16607
52 C 4.87650 -2.58988 2.68437
53 H 1.25936 5.67661 -1.23650
54 H 7.74202 -2.26817 2.22458
55 C -0.82717 3.75011 -5.29112
56 H -3.16460 -5.76030 -1.10655
57 H 2.48291 -8.59121 2.78599
58 N 1.13800 -3.90951 1.01376
59 C -0.81718 1.25928 -5.02373
60 H -1.27733 -4.13376 -3.34878
61 H 1.64882 3.19992 0.14833
62 C 0.57906 5.82560 -0.39512
63 C 0.91684 1.97045 3.84545
64 H -4.10336 -0.01529 3.80880
65 C -0.77089 5.20407 -0.68641
66 O -1.08796 3.26732 3.57821
67 H -2.37503 5.37999 -2.13770
68 N -1.66940 0.19145 1.88734
69 H -3.22251 -5.39557 1.35946
70 H -0.45936 4.69395 -4.88460
71 Ti 0.18868 0.69300 1.12367
72 O 0.94237 -1.00881 0.97195
73 C 5.30489 -0.28001 2.18564
74 C -0.20076 2.64881 3.08228
75 C 0.92586 2.65404 -3.88147
76 H -3.39902 0.47763 -2.56113
77 H 3.77375 1.11404 2.76763
78 C -1.70352 5.34470 0.50795
79 H 6.85694 -2.88211 0.83348
80 C 5.70231 -1.61472 2.12563
81 H 0.13391 -7.93763 3.10691
82 C -4.63805 2.87111 -2.78488
83 H 4.37665 -3.19065 -1.11057
84 H -6.14507 2.13035 -0.60204
85 C -2.85209 -4.63507 0.68755
86 H 1.80670 2.60476 3.82850
87 C 2.68373 0.09134 -0.17600
88 Br -2.46006 -3.08988 3.04149
89 C 2.10066 -1.10612 0.23249
90 C -4.18322 2.19755 -1.49839
91 H 3.02759 -3.02314 3.68022
92 O -0.11569 2.37814 1.74375
93 C -4.03536 0.69365 -1.69780
94 H -0.75595 5.63535 -2.80821
95 C 3.88854 -2.25547 -0.87389
96 H -0.13459 1.08723 -5.85755
97 C -2.74090 0.25560 2.28207
98 C -5.14662 2.50235 -0.36660
99 C -0.52198 2.59287 -4.35512
100 H 1.59967 2.56703 -4.73538
101 H -2.62838 4.79511 0.33117
102 H -1.50968 6.88727 -1.80707
103 C 2.57532 -5.55221 1.34734
104 H -1.54852 -1.81503 -1.49869
105 H 0.76355 -1.80755 2.59077
106 H 0.47375 6.89816 -0.22457
107 C 2.15111 -7.62695 2.42459
108 H 2.52856 2.47119 -1.20643
109 H -4.47323 1.30426 2.70327
110 H 1.11867 3.60928 -3.38402
111 H 5.16757 -3.63193 2.63297
112 H -3.91661 2.70551 -3.58553
113 C 0.80663 -7.25461 2.60485
114 H -1.23822 4.94975 1.41571
115 H -5.20697 3.57907 -0.20338
116 C 3.80154 0.15196 -0.96481
117 H 1.01677 5.38142 0.50168
118 S 1.73078 -0.49994 3.93276
119 H -2.91123 -4.79120 -3.35347
120 C 3.04510 -6.78807 1.79582
121 C -4.12589 0.27180 2.75663
122 H 0.60634 1.83536 4.87610

The following is a DFT calculation (ωB97M-V/def2-TZVPD) of a structure of composition C26H21AuN2O3Si.

Results
spin multiplicity: 1
max |F|: 0.0289 hartree/bohr
lowest unoccupied orbital energy (alpha / beta): -2.14 / -2.13 eV

Cartesian coordinates (Å):
1 C 0.70480 4.16873 -3.46724
2 H -5.77952 -1.96516 2.98822
3 C -1.01368 -0.33379 -1.11782
4 H 7.21335 -0.36344 -0.04631
5 H 0.94001 5.20185 -3.24478
6 H -0.14420 0.48892 -4.26709
7 C 0.48194 1.87099 -2.73102
8 C -2.23655 0.35131 -1.11461
9 H -0.06073 -2.23302 -0.75339
10 N 0.19028 -1.04929 2.37969
11 H 1.07866 3.50432 -1.46426
12 C 6.22819 -0.50382 0.38145
13 O -3.18106 1.55548 2.10826
14 H -4.29800 -2.16930 -0.19441
15 C -3.38106 -1.65975 -0.46282
16 C -3.68885 -2.47124 2.92227
17 H 2.28588 -2.27211 2.42747
18 C -2.18142 -0.62838 2.45731
19 H 6.61404 -2.55123 1.00264
20 C 0.32800 3.80199 -4.75089
21 H 0.26865 4.54841 -5.53318
22 C 5.32661 0.51224 0.34472
23 H -2.15883 -3.40038 -0.18663
24 O 3.29377 1.45194 0.94543
25 H -3.84509 -3.52078 3.13349
26 H -4.34829 0.23357 -0.77922
27 C -2.18001 -2.35240 -0.45725
28 H -0.27202 2.18752 -6.03449
29 C -4.77199 -1.59598 2.83827
30 H -2.26578 1.40905 -1.35627
31 C -1.00033 -1.69108 -0.77775
32 Au 1.18592 1.41489 0.65173
33 C 2.39384 -1.26941 2.00983
34 C 4.02564 0.38874 0.92427
35 N 1.33788 -0.49577 1.97356
36 H -1.55630 -2.63722 2.78561
37 O -0.64116 1.07639 1.85142
38 H 5.56754 1.46915 -0.09896
39 H 4.38447 -2.87146 1.95074
40 C -3.41089 -0.30775 -0.79335
41 H 1.58056 -0.50023 -1.80500
42 Si 0.57640 0.53048 -1.44506
43 C -0.79980 -0.14451 2.22600
44 H -5.40224 0.43472 2.49734
45 C 0.02495 2.47587 -5.03388
46 H -2.23202 1.74146 1.96172
47 C -2.41390 -1.98134 2.73080
48 C 3.66326 -0.89323 1.49429
49 C -4.57440 -0.25927 2.56529
50 C 4.65326 -1.91846 1.51016
51 C -3.28479 0.23803 2.37002
52 C 5.89263 -1.74523 0.97968
53 C 0.10140 1.52008 -4.03184
54 C 0.78100 3.20893 -2.46417

Listing total energy for the structures above in their given order: -9745.9364; -1763.7286 hartree.